# 1
84
Properties=species:S:1:pos:R:3:forces:R:3:mulliken_charge:R:1 method="wB97M-V/def2-TZVPD" total_charge=-1 orbital_gap_ev=4.67 lumo_ha=0.0794
Bi 3.241 -20.175 -7.120 0.7 0.1 -0.2 0.430
C 8.013 -22.954 -9.426 0.8 1.4 0.0 -1.177
Si 8.522 -22.679 -7.639 -1.1 -1.6 0.5 0.299
C 9.923 -21.508 -7.308 1.7 0.8 -0.2 -1.149
C 8.881 -24.360 -6.827 0.0 0.7 0.8 0.159
C 10.060 -25.025 -6.507 0.3 -0.2 -0.7 -0.422
C 10.074 -26.038 -5.575 -1.3 -0.4 0.9 -0.578
C 8.850 -26.406 -4.947 -0.1 0.2 -0.7 -0.403
C 7.650 -25.740 -5.249 0.1 -0.7 0.4 -0.577
C 7.698 -24.656 -6.115 -0.1 0.1 0.0 0.222
Si 6.572 -23.161 -6.386 -0.3 0.1 -1.5 0.111
C 4.956 -23.647 -7.337 0.7 -0.4 -0.3 -0.275
C 6.080 -22.067 -5.011 -1.1 0.2 0.7 -0.766
H 8.927 -22.759 -9.971 0.3 0.1 -0.7 0.386
H 7.274 -22.207 -9.734 0.1 -0.2 0.0 0.349
H 7.696 -23.940 -9.690 -0.4 -0.6 0.2 0.356
H 10.443 -21.296 -8.278 -0.4 0.1 0.6 0.318
H 10.779 -21.855 -6.630 -1.5 0.2 -0.7 0.311
H 9.537 -20.548 -6.918 0.3 -0.3 -0.2 0.350
H 10.986 -24.757 -7.012 0.0 0.0 0.1 0.375
H 11.001 -26.525 -5.290 -0.1 -0.1 0.0 0.386
H 8.799 -27.219 -4.238 0.3 -0.1 0.1 0.366
H 6.671 -26.066 -4.813 1.1 0.3 -0.1 0.338
H 4.844 -24.737 -7.135 -0.2 0.6 -0.1 0.375
H 5.109 -23.549 -8.449 -0.4 0.1 1.1 0.361
H 4.045 -23.115 -6.983 0.7 -0.3 -0.4 -0.576
H 5.014 -22.280 -4.749 0.7 0.6 -0.3 -0.014
H 6.258 -21.003 -5.196 -0.5 -0.2 -0.4 0.334
H 6.620 -22.233 -4.117 0.8 -0.5 1.1 0.477
O -1.017 -14.177 -7.055 0.1 0.6 -0.1 -0.587
C -0.209 -15.043 -7.252 0.1 -0.9 0.1 0.526
S -0.579 -16.466 -8.273 0.5 0.2 0.4 -0.195
C 0.837 -17.440 -7.836 0.8 0.6 0.3 -0.089
C 1.689 -16.850 -6.920 -1.4 -0.1 -1.6 0.184
S 3.095 -17.566 -6.313 1.1 -0.6 0.3 -0.534
S 1.417 -15.149 -6.479 -1.0 -0.5 -0.3 -0.198
S 1.147 -18.931 -8.715 -0.4 0.8 0.6 -0.414
C 0.521 -25.341 -4.064 0.9 -0.4 0.5 -0.496
C 0.977 -25.101 -5.379 -0.3 1.3 0.5 -0.901
C 1.506 -23.821 -5.679 -0.3 -1.0 -0.8 -0.308
C 1.490 -22.849 -4.716 0.3 1.7 -1.3 0.675
C 1.197 -23.107 -3.417 -0.7 0.9 1.6 -0.375
C 0.746 -24.347 -3.039 -0.4 -1.9 -1.2 -0.500
As 1.435 -21.001 -5.443 -0.3 -0.1 0.3 0.688
C 0.987 -19.776 -4.001 -0.4 0.6 0.3 0.368
C 1.853 -19.318 -2.996 -1.0 -0.1 -0.7 -0.859
C 1.346 -18.622 -1.910 -0.7 0.8 0.1 -0.588
C -0.012 -18.190 -1.882 1.1 -1.6 -1.1 -0.623
C -0.838 -18.607 -2.926 0.0 0.1 -1.1 -0.609
C -0.348 -19.342 -4.058 0.0 -0.1 1.4 0.331
C -1.141 -19.838 -5.235 0.0 -1.0 0.5 0.794
C -2.495 -19.566 -5.511 0.3 0.2 0.2 -0.430
C -3.119 -20.187 -6.606 0.3 -0.1 0.8 -0.629
C -2.438 -21.166 -7.321 0.3 -0.2 -1.0 -0.607
C -1.089 -21.487 -7.032 -0.6 0.4 1.3 -0.601
C -0.441 -20.844 -5.957 -1.5 0.5 -1.0 -0.113
H 0.127 -26.373 -3.816 0.3 1.5 -0.2 0.284
H 0.778 -25.753 -6.228 0.2 -0.3 0.5 0.377
H 1.847 -23.521 -6.686 -0.5 -0.5 0.4 0.498
H 1.176 -22.252 -2.725 0.1 -0.6 -0.1 0.337
H 0.526 -24.562 -1.997 -0.1 0.0 -0.2 0.402
H 2.895 -19.405 -3.233 0.6 -0.4 0.6 0.378
H 1.984 -18.358 -1.073 0.1 0.2 -0.2 0.379
H -0.365 -17.571 -1.076 -0.2 -0.1 0.2 0.432
H -1.893 -18.344 -2.915 0.1 0.1 0.0 0.288
H -3.056 -18.881 -4.841 0.4 -0.4 -0.7 0.268
H -4.168 -19.984 -6.838 0.4 0.0 0.1 0.386
H -2.987 -21.635 -8.179 0.8 0.3 0.9 0.280
H -0.593 -22.325 -7.496 0.1 0.1 -0.5 0.415
C 6.795 -13.399 -8.945 0.4 -0.1 0.9 -1.017
C 6.775 -14.932 -8.800 -0.2 -0.1 -0.4 -0.150
O 7.339 -15.439 -10.011 -0.2 -0.7 -0.3 -0.333
C 7.234 -16.872 -10.163 0.9 0.6 0.8 -0.093
C 7.565 -17.308 -11.588 0.5 -0.1 0.3 -1.097
H 6.746 -12.936 -7.919 0.2 -0.3 -1.0 0.310
H 5.905 -13.056 -9.481 0.3 0.0 -0.1 0.275
H 7.740 -13.098 -9.490 -1.1 -0.2 0.7 0.272
H 5.751 -15.333 -8.681 0.2 0.3 -0.1 0.234
H 7.323 -15.295 -7.911 0.2 0.2 -0.3 0.263
H 6.244 -17.213 -9.862 -0.2 0.1 0.0 0.238
H 7.989 -17.307 -9.450 -0.7 0.0 -0.5 0.184
H 7.204 -16.600 -12.342 0.0 -0.1 0.3 0.313
H 7.099 -18.287 -11.764 0.1 0.2 -0.1 0.332
H 8.660 -17.433 -11.688 -0.5 0.2 -0.2 0.275



# 2
18
Properties=species:S:1:pos:R:3:forces:R:3:nbo_charge:R:1 method="wB97M-V/def2-TZVPD" total_charge=0 orbital_gap_ev=8.59 de_lowest_kj_mol=499.0 smiles=O.O.O.O.O.O lumo_ha=0.0194
H 1.344 -0.575 1.216 0.0 0.2 0.0 0.474
H -0.041 -1.201 1.202 0.1 0.0 -0.1 0.452
H 1.198 2.066 -1.056 0.1 0.0 0.3 0.483
H 0.568 3.214 -1.827 0.1 0.0 0.0 0.461
H -2.388 -1.117 0.445 0.2 0.2 -0.5 0.467
H -2.214 -1.817 -0.893 0.5 -0.1 -0.1 0.448
H 3.992 -2.708 -1.135 0.0 0.1 0.1 0.468
H 5.195 -2.195 -0.362 -0.1 0.1 0.1 0.469
H 1.092 2.732 1.837 0.0 0.1 -0.2 0.462
H -0.120 2.180 1.104 0.1 -0.2 0.0 0.470
H -4.270 -0.488 -1.105 0.1 0.1 0.3 0.472
H -4.714 -1.043 0.238 -0.8 0.3 0.1 0.446
O 0.408 -0.351 1.277 -0.3 -1.3 -0.1 -0.928
O 1.355 2.979 -1.322 -0.2 0.0 -0.3 -0.944
O -2.347 -0.946 -0.503 9.1 -2.7 -1.5 -0.908
O 4.232 -2.175 -0.369 0.1 -0.1 -0.1 -0.937
O 0.754 1.929 1.424 0.3 1.1 0.3 -0.931
O -4.043 -0.483 -0.169 -9.2 2.2 1.7 -0.924



# 3
20
Properties=species:S:1:pos:R:3:forces:R:3:nbo_charge:R:1 method="wB97M-V/def2-TZVPD" total_charge=+1 orbital_gap_ev=11.93 de_lowest_kj_mol=96.3 lumo_ha=-0.1052
N 0.000 0.313 0.190 1.9 -0.3 -0.3 -0.903
H 0.968 0.095 0.437 0.1 -0.3 0.0 0.423
H -0.167 -0.289 -0.625 -0.4 -0.3 0.0 0.469
H 0.124 1.286 -0.125 -1.0 0.6 0.6 0.474
H -0.523 0.018 1.028 -0.7 0.4 -0.4 0.477
H -3.198 -3.470 -0.016 0.0 0.0 0.1 0.471
H -4.301 -2.548 -0.408 -0.6 0.3 -0.3 0.487
O -3.523 -2.574 0.138 0.8 -0.4 0.3 -0.956
H 0.316 -1.994 -2.683 0.0 1.0 -0.5 0.498
H 0.088 -2.570 -1.422 -0.3 -0.3 1.2 0.484
O 0.065 -1.693 -1.801 0.3 -0.6 -0.6 -0.960
H 4.377 3.365 -0.712 -0.3 -0.5 0.3 0.491
H 3.897 2.289 0.312 0.5 0.0 0.4 0.476
O 3.687 2.708 -0.517 -0.3 0.5 -0.6 -0.964
H -0.727 -1.785 2.732 -0.8 -0.4 -0.7 0.498
H -1.864 -2.223 1.682 -0.8 -0.4 0.3 0.515
O -1.076 -1.715 1.821 1.6 1.0 0.4 -0.996
H -0.105 3.925 -0.077 0.0 0.1 0.0 0.493
H 1.424 3.620 -0.077 -0.7 -0.4 0.1 0.511
O 0.539 3.241 0.124 0.8 -0.1 -0.2 -0.989



# 4
14
Properties=species:S:1:pos:R:3:forces:R:3:nbo_charge:R:1 method="wB97M-V/def2-TZVPD" spin_multiplicity=2 total_charge=+2 orbital_gap_ev="10.90 / 9.74" de_lowest_kj_mol=0.0 lumo_ha="-0.2876 / -0.3055" s2=0.753
O -0.750 0.008 0.250 0.0 0.3 0.0 -0.445
C -1.104 -1.335 -0.330 0.4 -0.8 0.6 1.031
C 0.010 0.787 -0.388 0.0 0.1 0.2 0.586
O -1.718 -1.999 0.479 0.1 0.4 -0.7 -0.741
O -0.631 -1.546 -1.430 0.0 0.0 -0.7 -0.799
C 0.380 2.070 0.191 0.1 -0.2 -0.8 -0.741
Li -0.509 -2.985 -2.589 0.0 0.1 0.0 0.990
H 0.347 0.473 -1.382 -0.1 0.0 0.2 0.226
H 1.384 2.296 -0.221 -0.3 0.2 0.7 0.296
H 0.199 2.113 1.269 0.4 0.1 -0.3 0.281
H -0.284 2.806 -0.300 0.0 0.0 0.0 0.317
Tl -2.923 -2.371 2.536 -0.5 -0.2 0.7 0.984
O 2.592 -0.361 0.564 -0.3 0.1 0.0 -0.424
H 3.007 0.044 1.350 0.1 -0.1 0.0 0.438



Copy entry 3 word for word.
20
Properties=species:S:1:pos:R:3:forces:R:3:nbo_charge:R:1 method="wB97M-V/def2-TZVPD" total_charge=+1 orbital_gap_ev=11.93 de_lowest_kj_mol=96.3 lumo_ha=-0.1052
N 0.000 0.313 0.190 1.9 -0.3 -0.3 -0.903
H 0.968 0.095 0.437 0.1 -0.3 0.0 0.423
H -0.167 -0.289 -0.625 -0.4 -0.3 0.0 0.469
H 0.124 1.286 -0.125 -1.0 0.6 0.6 0.474
H -0.523 0.018 1.028 -0.7 0.4 -0.4 0.477
H -3.198 -3.470 -0.016 0.0 0.0 0.1 0.471
H -4.301 -2.548 -0.408 -0.6 0.3 -0.3 0.487
O -3.523 -2.574 0.138 0.8 -0.4 0.3 -0.956
H 0.316 -1.994 -2.683 0.0 1.0 -0.5 0.498
H 0.088 -2.570 -1.422 -0.3 -0.3 1.2 0.484
O 0.065 -1.693 -1.801 0.3 -0.6 -0.6 -0.960
H 4.377 3.365 -0.712 -0.3 -0.5 0.3 0.491
H 3.897 2.289 0.312 0.5 0.0 0.4 0.476
O 3.687 2.708 -0.517 -0.3 0.5 -0.6 -0.964
H -0.727 -1.785 2.732 -0.8 -0.4 -0.7 0.498
H -1.864 -2.223 1.682 -0.8 -0.4 0.3 0.515
O -1.076 -1.715 1.821 1.6 1.0 0.4 -0.996
H -0.105 3.925 -0.077 0.0 0.1 0.0 0.493
H 1.424 3.620 -0.077 -0.7 -0.4 0.1 0.511
O 0.539 3.241 0.124 0.8 -0.1 -0.2 -0.989